[1]
{
  "formula": "C24H21MoO5",
  "method": "ωB97M-V with the def2-TZVPD basis set",
  "species": ["H", "C", "H", "H", "O", "H", "O", "C", "H", "C", "C", "H", "O", "C", "H", "C", "C", "H", "H", "C", "O", "H", "H", "Mo", "C", "H", "C", "C", "H", "H", "H", "H", "O", "C", "C", "H", "C", "H", "C", "H", "C", "C", "C", "C", "H", "C", "H", "C", "C", "C", "C"],
  "xyz": [[4.540, 0.609, 2.724], [0.676, -0.006, -4.042], [3.688, 0.791, -2.756], [-4.641, 1.102, 0.241], [3.121, -3.754, -4.029], [0.451, 3.784, 2.352], [-5.758, -1.331, -0.297], [0.488, 0.461, 1.466], [-4.061, -3.191, 0.137], [-3.981, 0.222, 0.301], [-3.629, -2.204, 0.243], [-6.255, 0.476, -1.301], [2.843, 3.272, 3.378], [-6.664, -0.211, -0.536], [0.346, -1.024, -0.444], [1.687, 0.118, 2.114], [2.644, 0.634, -2.959], [1.972, -0.938, 2.103], [-0.880, 2.173, 1.078], [0.316, 0.600, -2.791], [3.472, -2.016, 0.141], [-7.587, -0.680, -0.890], [4.926, 2.837, 3.338], [1.634, -1.279, -2.470], [2.124, -0.050, -4.130], [2.700, -0.445, -4.942], [-2.636, 0.376, 0.611], [-4.480, -1.088, 0.083], [1.597, 1.546, -1.182], [0.221, -1.604, 0.868], [4.152, 2.561, 4.888], [-2.318, 1.386, 0.857], [-0.893, -3.441, -2.089], [2.567, -2.894, -3.474], [0.035, 1.817, 1.551], [-0.702, 0.800, -2.451], [1.532, 0.999, -2.121], [-6.842, 0.350, 0.400], [4.011, 2.459, 3.809], [-1.658, -2.857, 0.624], [-0.081, -2.568, -2.085], [0.757, 2.751, 2.225], [3.781, 0.992, 3.428], [-2.286, -1.991, 0.494], [3.750, 0.330, 4.313], [2.777, -1.679, -0.707], [0.009, -0.390, -4.797], [-0.181, -0.570, 0.544], [1.974, 2.399, 2.796], [-1.705, -0.700, 0.621], [2.448, 1.067, 2.762]],
  "forces_ev_per_angstrom": [[-0.1, 0.1, 0.4], [0.8, 0.2, -0.4], [0.2, 0.1, 0.1], [0.5, -0.6, 0.1], [-2.1, 3.3, 2.2], [-0.2, -0.1, -0.3], [3.0, 0.7, 0.9], [-0.4, -0.1, -1.5], [0.2, -0.1, 0.0], [1.0, 0.6, 0.4], [1.4, -0.3, 0.2], [-0.1, -0.5, 0.3], [-1.3, -3.0, -1.1], [-0.3, 0.4, 0.0], [-1.1, 2.5, 0.3], [0.1, -0.8, 0.6], [-0.9, 0.8, -1.0], [0.2, 0.5, 0.1], [0.6, -0.3, 0.1], [0.8, -0.4, -0.6], [-1.5, 1.2, -1.5], [0.3, 0.2, 0.1], [-0.5, 0.4, -0.1], [-2.6, -1.7, 5.1], [-0.5, 2.0, 0.1], [0.2, 0.1, -0.3], [-1.1, 1.1, -0.1], [-3.3, 0.5, -1.1], [0.0, -0.3, -0.2], [-0.9, 1.2, 1.1], [-0.4, 0.4, -0.1], [-0.3, -0.4, -0.3], [4.1, 5.2, 0.5], [1.4, -2.9, -2.1], [-0.3, 0.5, 0.0], [0.4, -0.3, -0.1], [0.7, 0.0, -1.5], [0.1, -0.4, -0.4], [1.1, -0.1, 0.5], [0.1, -0.2, -0.1], [-2.8, -5.4, -1.8], [-0.5, 1.2, 0.2], [-0.6, 0.1, -0.2], [-0.8, -0.8, 0.4], [0.1, 0.2, -0.4], [2.1, -2.1, 1.0], [-0.1, 0.1, 0.0], [1.3, -3.5, 0.6], [2.0, 1.9, 1.1], [0.4, 0.2, -0.8], [0.0, -1.4, -0.3]],
  "mulliken_charge": [0.31, -0.70, 0.47, 0.52, -0.18, 0.50, -0.30, 1.26, 0.51, -0.90, -0.99, 0.38, -0.36, -0.78, -1.97, -0.36, -0.74, 0.73, 0.36, -0.06, -0.17, 0.26, 0.33, -0.59, -0.50, 0.78, -0.36, 0.82, 0.51, 0.53, 0.32, 0.06, -0.23, 0.41, -0.33, 0.47, -0.09, 0.39, -0.33, 0.60, 0.56, -1.52, -0.52, -0.51, 0.35, 0.51, 0.44, 1.83, 0.00, 0.86, 0.43],
  "homo_ev": -16.86,
  "energy_ha": -1370.27593,
  "total_charge": 3,
  "e_lumo_ev": -14.2,
  "orbital_gap_ev": 2.619,
  "de_lowest_kcal_mol": 0.0
}


[2]
{
  "formula": "C5H11O2",
  "method": "ωB97M-V with the def2-TZVPD basis set",
  "species": ["H", "H", "H", "H", "H", "H", "C", "H", "H", "C", "C", "O", "H", "O", "H", "H", "C", "C"],
  "xyz": [[-3.212, 0.678, 2.899], [-1.006, 1.219, -0.989], [2.203, -0.419, -0.099], [-2.465, 0.916, 1.648], [-0.109, 0.447, 1.815], [0.252, -0.429, -2.182], [0.710, 0.134, -1.335], [-1.110, -0.428, -0.261], [1.079, -2.935, -1.513], [1.613, -0.904, -0.858], [-0.136, 1.209, 0.973], [-1.206, 2.011, 1.246], [0.949, 1.598, 0.722], [-3.020, 0.247, 2.073], [2.814, -2.714, -1.149], [1.295, 1.080, -1.509], [-0.477, 0.489, -0.409], [1.825, -2.197, -1.072]],
  "forces_ev_per_angstrom": [[-0.1, 0.1, 0.5], [-0.8, 0.5, 0.0], [1.6, -0.1, 0.0], [1.3, 1.1, -0.7], [0.9, 0.2, -0.8], [0.2, 1.6, -0.5], [-2.0, -1.3, -0.5], [0.4, 0.9, -0.1], [0.5, 1.5, -0.2], [1.5, 0.5, 1.9], [-1.2, -1.1, -1.1], [0.9, 0.7, 0.1], [-1.3, 0.3, 1.0], [-1.0, -1.1, 0.3], [-0.6, 0.7, 1.6], [-0.5, -1.1, -0.4], [0.7, -0.9, 0.8], [-0.5, -2.3, -1.9]],
  "mulliken_charge": [0.27, 0.21, 0.24, 0.43, 0.14, 0.31, -0.58, 0.31, 0.22, -0.17, -0.43, -0.93, 0.22, -0.69, 0.21, 0.30, -0.41, -0.63],
  "homo_ev": -2.92,
  "energy_ha": -347.51135,
  "total_charge": -1,
  "e_lumo_ev": 3.8,
  "orbital_gap_ev": 6.701,
  "de_lowest_kcal_mol": 86.8
}


[3]
{
  "formula": "C6H12O",
  "method": "ωB97M-V with the def2-TZVPD basis set",
  "species": ["C", "H", "H", "C", "H", "H", "H", "C", "O", "H", "C", "H", "H", "C", "H", "H", "C", "H", "H"],
  "xyz": [[-0.616, 0.870, -0.831], [0.982, 2.261, -0.197], [-1.590, 0.634, 2.147], [1.677, 0.199, -0.075], [2.742, 0.290, -0.333], [1.073, -1.952, 0.222], [1.219, 1.512, -1.785], [0.872, 1.328, -0.761], [-1.044, 0.997, 1.430], [-1.579, -1.831, -0.163], [1.007, -1.080, -0.428], [1.579, 0.297, 1.011], [1.231, -1.407, -1.466], [-1.480, -1.231, 0.738], [-2.419, -1.181, 1.314], [-0.737, 0.174, -1.662], [-0.907, 0.097, 0.399], [-1.271, 1.749, -0.940], [-0.738, -1.726, 1.379]],
  "forces_ev_per_angstrom": [[0.1, -0.2, -0.1], [-0.1, -0.1, -0.2], [0.4, -0.1, -0.2], [-0.1, 0.3, 0.2], [-0.1, -0.1, 0.0], [0.1, 0.3, 0.3], [0.1, 0.0, 0.2], [0.0, 0.1, -0.1], [0.4, -0.2, 0.4], [-0.2, -0.1, 0.1], [0.7, -0.3, -0.1], [0.2, 0.3, 0.0], [-0.8, 0.3, 0.3], [0.0, -0.1, -0.2], [-0.1, 0.1, -0.3], [0.0, 0.2, -0.2], [-0.2, 0.0, 0.1], [0.0, -0.2, 0.0], [-0.4, -0.1, 0.0]],
  "mulliken_charge": [-0.61, 0.33, 0.33, -0.17, 0.37, 0.35, 0.36, -0.73, -0.49, 0.33, -1.18, 0.21, 0.26, -1.59, 0.51, 0.29, 0.74, 0.37, 0.34],
  "homo_ev": [-6.81, -7.50],
  "energy_ha": -310.91453,
  "e_lumo_ev": [0.8, 0.8],
  "orbital_gap_ev": [7.607, 8.249],
  "de_lowest_kcal_mol": 90.8
}


[4]
{
  "formula": "C4H11N2O",
  "method": "ωB97M-V with the def2-TZVPD basis set",
  "species": ["H", "H", "H", "N", "H", "H", "H", "O", "C", "H", "C", "H", "H", "H", "N", "C", "H", "C"],
  "xyz": [[0.404, 1.588, -1.393], [-0.451, 0.616, -2.589], [1.109, -0.437, 0.601], [1.476, -0.009, -2.255], [0.212, 1.226, 2.395], [-0.553, -1.327, -1.195], [1.452, -0.968, -2.208], [-2.104, -0.604, 1.713], [-0.463, -0.126, -0.651], [2.280, 0.251, -1.662], [-0.774, -0.957, 1.753], [-0.665, -1.978, 1.375], [-0.223, -0.852, 2.779], [-0.797, 1.497, 1.494], [0.265, 1.326, 1.448], [0.197, 0.571, -1.726], [-1.460, 0.315, -0.621], [0.094, -0.132, 0.741]],
  "forces_ev_per_angstrom": [[0.2, 0.2, -0.2], [-0.4, 0.2, -0.2], [1.0, -0.8, 0.6], [0.6, 3.2, 0.7], [1.2, -1.5, 3.6], [-0.1, 3.0, 2.3], [-0.4, -2.9, 0.1], [1.4, 0.3, 0.5], [-2.2, -3.2, -0.6], [-0.7, 0.0, -0.3], [-0.8, 0.4, -0.7], [0.4, -0.9, 0.3], [-0.6, -0.3, -1.0], [1.2, 0.4, -1.1], [-3.4, -0.4, -5.0], [2.5, 1.1, -1.4], [-0.4, -0.6, 0.2], [0.6, 1.6, 2.2]],
  "mulliken_charge": [0.39, 0.32, 0.27, -0.67, 0.31, 0.16, 0.25, -0.86, -0.14, 0.27, -0.62, 0.26, 0.21, 0.33, -0.89, -0.69, 0.11, 0.00],
  "homo_ev": -2.65,
  "energy_ha": -343.67833,
  "smiles": "NCC[C@@H](N)C[O-]",
  "total_charge": -1,
  "e_lumo_ev": 4.2,
  "orbital_gap_ev": 6.887,
  "de_lowest_kcal_mol": 58.3
}


[5]
{
  "formula": "C9H8N4",
  "method": "ωB97M-V with the def2-TZVPD basis set",
  "species": ["C", "N", "H", "H", "C", "C", "H", "H", "H", "N", "C", "H", "C", "C", "H", "N", "H", "N", "C", "C", "C"],
  "xyz": [[-1.861, 1.144, -0.366], [-3.948, -0.005, -0.051], [4.861, 0.723, 0.431], [-1.361, -2.035, 0.730], [-1.865, -1.132, 0.365], [-3.244, 1.089, -0.362], [-3.840, 1.963, -0.631], [0.612, 2.026, 0.711], [-3.838, -1.946, 0.608], [2.412, -1.131, -0.404], [-1.131, 0.013, 0.000], [-1.365, 2.078, -0.633], [-3.252, -1.082, 0.314], [1.114, 1.118, 0.361], [4.851, -0.874, -0.241], [2.434, 1.145, 0.382], [0.600, -2.023, -0.721], [4.369, 0.005, -0.075], [3.021, 0.006, -0.031], [1.090, -1.100, -0.381], [0.342, 0.017, -0.004]],
  "forces_ev_per_angstrom": [[0.1, 0.2, 0.1], [0.3, 0.2, 0.0], [-0.1, 0.0, -0.1], [-0.2, 0.4, -0.2], [0.3, 0.3, 0.0], [-0.4, -0.2, 0.0], [0.2, -0.2, 0.0], [0.2, -0.2, -0.1], [0.0, 0.0, -0.1], [-0.2, 0.4, 0.0], [-0.3, -0.3, 0.1], [-0.1, -0.3, 0.0], [0.1, 0.1, 0.0], [-0.5, 0.4, 0.4], [-0.4, 0.4, 0.1], [-0.1, -0.5, -0.3], [0.1, 0.4, 0.2], [0.8, -0.3, 0.0], [0.0, 0.0, 0.2], [-0.2, -0.4, -0.3], [0.4, -0.3, -0.1]],
  "mulliken_charge": [-0.45, -0.63, 0.24, 0.38, -0.45, -0.34, 0.35, 0.43, 0.36, -0.64, 0.80, 0.35, -0.34, -0.28, 0.24, -0.65, 0.45, -0.39, 0.43, -0.29, 0.41],
  "homo_ev": -8.68,
  "energy_ha": -566.81187,
  "smiles": "Nc1ncc(-c2ccncc2)cn1",
  "e_lumo_ev": 0.5,
  "orbital_gap_ev": 9.225,
  "de_lowest_kcal_mol": 0.0
}


[6]
{
  "formula": "C4H8Cl8",
  "method": "ωB97M-V with the def2-TZVPD basis set",
  "species": ["Cl", "C", "Cl", "Cl", "H", "H", "C", "H", "Cl", "Cl", "C", "Cl", "H", "H", "H", "C", "Cl", "H", "H", "Cl"],
  "xyz": [[-1.200, 9.410, -15.933], [-1.609, 10.471, -17.342], [0.041, 14.358, -12.075], [1.244, 17.035, -12.475], [-1.649, 9.847, -18.235], [6.513, 11.303, -13.210], [6.064, 10.911, -12.297], [5.234, 11.593, -12.114], [5.517, 9.245, -12.584], [3.054, 12.028, -14.092], [1.323, 11.611, -14.198], [0.741, 11.004, -12.585], [0.791, 12.516, -14.492], [-2.563, 10.946, -17.113], [1.168, 10.798, -14.908], [1.555, 15.310, -12.450], [-0.411, 11.779, -17.514], [2.265, 15.083, -11.655], [1.826, 14.953, -13.444], [7.251, 11.007, -10.966]],
  "forces_ev_per_angstrom": [[-0.1, 0.4, -0.5], [0.0, 0.0, 0.7], [0.2, -0.1, 0.1], [-0.3, -0.5, 0.0], [0.2, 0.2, 0.2], [0.4, -0.4, 0.1], [0.3, 0.4, -0.2], [-0.1, -0.5, 0.5], [-0.1, 0.5, 0.1], [-0.8, -0.2, -0.2], [1.2, 0.0, 0.7], [-0.1, 1.0, -0.8], [-0.3, -0.3, 0.2], [0.2, -0.2, -0.1], [-0.1, -0.1, 0.0], [0.1, -0.1, -0.1], [-0.1, -0.3, -0.1], [-0.1, -0.1, -0.3], [0.3, 0.2, 0.3], [-0.5, 0.0, -0.5]],
  "mulliken_charge": [-0.16, -0.23, 0.05, -0.03, 0.30, 0.29, -0.14, 0.13, -0.13, -0.04, -0.17, 0.15, 0.32, 0.27, 0.25, -0.12, -0.14, 0.33, 0.20, -0.14],
  "spin_multiplicity": 2,
  "homo_ev": [-13.26, -13.23],
  "energy_ha": -3838.32819,
  "total_charge": 1,
  "e_lumo_ev": [-3.4, -10.7],
  "orbital_gap_ev": [9.880, 2.523],
  "de_lowest_kcal_mol": 0.0
}